#a
DFT (ωB97M-V/def2-TZVPD) results for 2 unconnected molecules or ions with the total composition C3H6O.

Values from the calculation:
Molar mass = 58.1 g/mol
Lowest unoccupied orbital energy = 0.915 eV
Frontier orbital gap = 0.3781 Eh

Last columns: bonded neighbours and bond lengths (Å).
Atoms and positions in Å:
1 C -2.140 -0.318 -0.407  C2 1.335, H3 1.087, H4 1.081
2 C -1.521 -0.194 0.769  C1 1.335, H5 1.079, H6 1.086
3 H -2.581 -1.279 -0.660  C1 1.087
4 H -2.116 0.429 -1.190  C1 1.081
5 H -1.014 -1.012 1.255  C2 1.079
6 H -1.526 0.778 1.253  C2 1.086
7 C 2.708 0.397 -0.282  O8 1.196, H9 1.100, H10 1.106
8 O 2.573 -0.711 0.150  C7 1.196
9 H 3.560 0.676 -0.919  C7 1.100
10 H 2.056 1.234 0.032  C7 1.106

Population analysis type Löwdin, resulting atomic charges in e: number 1, C, carries -0.08; number 2, C, carries -0.08; number 3, H, carries 0.04; number 4, H, carries 0.04; number 5, H, carries 0.05; number 6, H, carries 0.04; number 7, C, carries -0.15; number 8, O, carries -0.01; number 9, H, carries 0.08; number 10, H, carries 0.08

#b
DFT (ωB97M-V/def2-TZVPD) results for C3H6O in the gas phase.

Values from the calculation:
Molar mass = 58.1 g/mol
Lowest unoccupied orbital energy = 0.887 eV
Frontier orbital gap = 0.3858 Eh

Last columns: bonded neighbours and bond lengths (Å).
Atoms and positions in Å:
1 C -1.365 -0.029 -0.060  C2 1.524, H5 1.189, H6 1.109, H7 1.207
2 C 0.023 0.599 -0.073  C1 1.524, C3 1.536, O4 1.247
3 C 1.262 -0.309 -0.031  C2 1.536, H8 1.114, H9 1.084, H10 1.052
4 O 0.278 1.818 -0.027  C2 1.247
5 H -1.287 -1.049 -0.666  C1 1.189
6 H -2.062 0.800 -0.295  C1 1.109
7 H -1.526 -0.355 1.091  C1 1.207
8 H 1.837 0.048 0.853  C3 1.114
9 H 1.866 -0.216 -0.926  C3 1.084
10 H 0.973 -1.307 0.133  C3 1.052

Population analysis type Löwdin, resulting atomic charges in e: number 1, C, carries -0.04; number 2, C, carries -0.49; number 3, C, carries -0.04; number 4, O, carries 0.02; number 5, H, carries 0.12; number 6, H, carries 0.08; number 7, H, carries 0.13; number 8, H, carries 0.10; number 9, H, carries 0.08; number 10, H, carries 0.04

#c
DFT (ωB97M-V/def2-TZVPD) results for 2 unconnected molecules or ions with the total composition C3H6O.

Values from the calculation:
Molar mass = 58.1 g/mol
Lowest unoccupied orbital energy = 1.009 eV
Frontier orbital gap = 0.3986 Eh

Last columns: bonded neighbours and bond lengths (Å).
Atoms and positions in Å:
1 C -1.438 -0.417 -0.560  C2 1.158, H3 1.157
2 C -1.273 0.554 -1.170  C1 1.158, H4 1.096
3 H -1.435 -1.547 -0.308  C1 1.157
4 H -1.147 1.560 -1.585  C2 1.096
5 C 0.631 -0.271 0.687  O6 1.417, H7 1.079, H8 1.117, H9 1.100
6 O 1.585 0.349 -0.159  C5 1.417, H10 0.985
7 H 0.105 -1.016 0.112  C5 1.079
8 H 1.152 -0.748 1.552  C5 1.117
9 H -0.122 0.441 1.057  C5 1.100
10 H 1.941 1.096 0.376  O6 0.985

Population analysis type Löwdin, resulting atomic charges in e: number 1, C, carries -0.10; number 2, C, carries 0.00; number 3, H, carries 0.11; number 4, H, carries 0.06; number 5, C, carries -0.24; number 6, O, carries -0.12; number 7, H, carries 0.00; number 8, H, carries 0.10; number 9, H, carries 0.08; number 10, H, carries 0.10

Stability, descending: #b, #a, #c

#a
DFT (ωB97M-V/def2-TZVPD) results for 2 unconnected molecules or ions with the total composition C3H6O.

Values from the calculation:
Molar mass = 58.1 g/mol
Lowest unoccupied orbital energy (spin up / spin down) = 0.368 / 0.225 eV
Frontier orbital gap (spin up / spin down) = 0.3228 / 0.3154 Eh

Last columns: bonded neighbours and bond lengths (Å).
Atoms and positions in Å:
1 C 2.600 0.248 0.105  O4 1.179, H5 1.049
2 C -1.263 0.628 0.307  C3 1.513, H6 1.058, H7 1.110, H8 1.103
3 C -0.238 -0.468 0.113  C2 1.513, H9 1.107, H10 1.086
4 O 3.453 0.046 -0.682  C1 1.179
5 H 2.775 0.074 1.124  C1 1.049
6 H -0.749 1.427 -0.160  C2 1.058
7 H -1.457 0.884 1.369  C2 1.110
8 H -2.131 0.395 -0.334  C2 1.103
9 H -0.036 -1.207 0.912  C3 1.107
10 H -0.408 -0.875 -0.880  C3 1.086

Population analysis type Löwdin, resulting atomic charges in e: number 1, C, carries -0.06; number 2, C, carries -0.19; number 3, C, carries -0.08; number 4, O, carries 0.03; number 5, H, carries 0.03; number 6, H, carries 0.04; number 7, H, carries 0.07; number 8, H, carries 0.07; number 9, H, carries 0.05; number 10, H, carries 0.04

#b
DFT (ωB97M-V/def2-TZVPD) results for C3H6O in the gas phase.

Values from the calculation:
Molar mass = 58.1 g/mol
Lowest unoccupied orbital energy = 0.912 eV
Frontier orbital gap = 0.3426 Eh

Last columns: bonded neighbours and bond lengths (Å).
Atoms and positions in Å:
1 C -1.650 0.307 0.336  O3 1.423, H5 1.088, H6 1.093, H7 1.092
2 C 0.484 -0.456 0.588  O3 1.321, C4 1.498
3 O -0.261 0.616 0.383  C1 1.423, C2 1.321
4 C 1.646 -0.274 -0.341  C2 1.498, H8 1.104, H9 1.099, H10 1.090
5 H -2.166 1.253 0.187  C1 1.088
6 H -1.769 -0.317 -0.554  C1 1.093
7 H -1.994 -0.243 1.214  C1 1.092
8 H 1.520 -1.143 -1.010  C4 1.104
9 H 1.570 0.644 -0.941  C4 1.099
10 H 2.619 -0.386 0.138  C4 1.090

Population analysis type Löwdin, resulting atomic charges in e: number 1, C, carries -0.09; number 2, C, carries -0.10; number 3, O, carries -0.18; number 4, C, carries -0.12; number 5, H, carries 0.09; number 6, H, carries 0.09; number 7, H, carries 0.09; number 8, H, carries 0.08; number 9, H, carries 0.07; number 10, H, carries 0.07

#c
DFT (ωB97M-V/def2-TZVPD) results for C3H6O in the gas phase.

Values from the calculation:
Molar mass = 58.1 g/mol
Lowest unoccupied orbital energy = 1.075 eV
Frontier orbital gap = 0.3575 Eh

Last columns: bonded neighbours and bond lengths (Å).
Atoms and positions in Å:
1 C -0.905 -1.620 -0.319  C2 1.488, H5 1.085, H6 1.096, H7 1.096
2 C -0.451 -0.204 -0.352  C1 1.488, C3 1.326, H8 1.091
3 C 0.539 0.282 0.385  C2 1.326, O4 1.365, H9 1.083
4 O 0.892 1.601 0.383  C3 1.365, H10 0.963
5 H -1.928 -1.901 -0.551  C1 1.085
6 H -0.362 -2.227 -1.052  C1 1.096
7 H -0.667 -2.151 0.610  C1 1.096
8 H -0.860 0.415 -1.151  C2 1.091
9 H 1.249 -0.253 1.003  C3 1.083
10 H 0.522 2.068 -0.373  O4 0.963

Population analysis type Löwdin, resulting atomic charges in e: number 1, C, carries -0.13; number 2, C, carries -0.16; number 3, C, carries -0.22; number 4, O, carries -0.02; number 5, H, carries 0.06; number 6, H, carries 0.07; number 7, H, carries 0.07; number 8, H, carries 0.10; number 9, H, carries 0.12; number 10, H, carries 0.09

Stability, descending: #c, #b, #a

#a
DFT (ωB97M-V/def2-TZVPD) results for C3H6O in the gas phase.

Values from the calculation:
Molar mass = 58.1 g/mol
Lowest unoccupied orbital energy = 1.143 eV
Frontier orbital gap = 0.4126 Eh

Last columns: bonded neighbours and bond lengths (Å).
Atoms and positions in Å:
1 C -0.164 -0.492 -1.181  C2 1.487, H5 1.095, H6 1.089, H7 1.105
2 C 0.395 0.176 0.023  C1 1.487, C3 1.461, O4 1.409, H8 1.085
3 C -0.182 0.315 1.359  C2 1.461, O4 1.430, H9 1.093, H10 1.091
4 O 0.966 -0.502 1.119  C2 1.409, C3 1.430
5 H 0.578 -0.619 -1.976  C1 1.095
6 H -0.706 0.402 -1.487  C1 1.089
7 H -0.632 -1.481 -1.021  C1 1.105
8 H 0.785 1.103 -0.382  C2 1.085
9 H 0.081 1.243 1.871  C3 1.093
10 H -1.120 -0.144 1.676  C3 1.091

Population analysis type Löwdin, resulting atomic charges in e: number 1, C, carries -0.05; number 2, C, carries -0.41; number 3, C, carries -0.12; number 4, O, carries -0.03; number 5, H, carries 0.08; number 6, H, carries 0.08; number 7, H, carries 0.09; number 8, H, carries 0.13; number 9, H, carries 0.11; number 10, H, carries 0.11

#b
DFT (ωB97M-V/def2-TZVPD) results for C3H6O in the gas phase.

Values from the calculation:
Molar mass = 58.1 g/mol
Lowest unoccupied orbital energy = 0.752 eV
Frontier orbital gap = 0.3407 Eh

Last columns: bonded neighbours and bond lengths (Å).
Atoms and positions in Å:
1 C 0.022 1.000 -0.187  C2 1.528, H5 1.092, H6 1.093, H9 1.094
2 C 0.727 -0.353 -0.101  C1 1.528, O3 1.465, H7 1.092, H8 1.094
3 O -0.194 -1.472 -0.317  C2 1.465, C4 1.297
4 C -1.327 -1.561 0.310  O3 1.297, H10 1.130
5 H 0.531 1.668 -0.885  C1 1.092
6 H -0.045 1.500 0.782  C1 1.093
7 H 1.486 -0.477 -0.876  C2 1.092
8 H 1.201 -0.523 0.870  C2 1.094
9 H -0.998 0.860 -0.557  C1 1.094
10 H -1.402 -0.641 0.963  C4 1.130

Population analysis type Löwdin, resulting atomic charges in e: number 1, C, carries -0.09; number 2, C, carries -0.21; number 3, O, carries -0.20; number 4, C, carries 0.03; number 5, H, carries 0.07; number 6, H, carries 0.08; number 7, H, carries 0.12; number 8, H, carries 0.12; number 9, H, carries 0.08; number 10, H, carries 0.01

Stability, descending: #a, #b